Record 1
{"formula": "C4H7N3", "method": "wB97M-V/def2-TZVPD", "e_homo_ev": -8.99, "lumo_energy_ev": 0.54, "e_above_lowest_kj_mol": 193.1, "symbols": ["C", "C", "N", "C", "N", "C", "N", "H", "H", "H", "H", "H", "H", "H"], "positions_angstrom": [[-2.31, 0.10, -0.28], [-0.89, -0.44, -0.15], [0.01, 0.70, -0.09], [1.33, 0.83, -0.05], [2.07, -0.33, -0.10], [3.39, -0.06, -0.09], [4.49, 0.30, -0.08], [-2.41, 0.68, -1.20], [-2.55, 0.75, 0.56], [-3.05, -0.71, -0.31], [-0.64, -1.08, -1.01], [-0.80, -1.05, 0.76], [-0.45, 1.60, -0.03], [1.78, -1.30, -0.20]], "lowdin_charge": [-0.10, -0.25, -0.05, -0.11, 0.00, -0.34, 0.14, 0.08, 0.08, 0.08, 0.11, 0.12, 0.11, 0.14]}

Record 2
{"formula": "H29O14", "method": "wB97M-V/def2-TZVPD", "e_homo_ev": -13.42, "lumo_energy_ev": -3.10, "charge": 1, "e_above_lowest_kj_mol": 357.9, "symbols": ["O", "H", "O", "H", "H", "O", "H", "H", "O", "H", "H", "O", "H", "H", "O", "H", "H", "O", "H", "H", "O", "H", "H", "O", "H", "H", "O", "H", "H", "O", "H", "H", "O", "H", "H", "O", "H", "H", "O", "H", "H", "H", "H"], "positions_angstrom": [[0.31, -0.66, 1.72], [-3.88, 0.95, 0.93], [-0.81, -0.05, -4.69], [0.69, 3.13, -1.70], [-1.12, -1.43, 2.06], [-0.03, 4.40, 1.05], [-0.04, -5.34, 0.95], [-0.50, 3.67, 0.64], [0.94, 2.77, -0.84], [4.08, 3.28, 1.27], [1.90, 2.62, -0.86], [1.49, 0.39, -3.03], [1.71, 0.87, -3.83], [0.52, 0.39, -3.05], [-2.08, 2.62, 1.59], [-1.03, -1.68, 0.51], [1.22, -4.63, 0.97], [-2.99, -2.29, -1.06], [-2.47, -2.64, -0.34], [-0.01, -0.21, -5.21], [-3.50, 0.34, 0.28], [-4.31, -0.01, -0.12], [-0.90, -2.87, 1.54], [4.05, 2.42, 0.83], [1.05, -0.61, 2.33], [0.30, 0.06, 1.04], [0.53, -1.80, -0.79], [-0.04, 1.58, -0.50], [0.88, 4.15, 1.22], [0.28, -4.44, 1.10], [-1.43, 1.91, 1.48], [2.40, -2.64, 2.59], [2.91, -1.91, 2.92], [3.13, 2.23, 1.05], [3.80, -1.97, 2.55], [-0.57, 0.82, -0.12], [-1.28, -0.90, -4.72], [-1.48, 1.15, -0.23], [-1.45, -2.09, 1.33], [0.69, -1.00, -1.32], [-1.75, 3.03, 2.40], [1.39, -2.04, -0.43], [-2.59, -1.54, -1.50]], "lowdin_charge": [-0.08, 0.05, -0.05, 0.10, 0.18, -0.05, 0.08, -0.01, -0.02, 0.05, 0.08, -0.06, 0.05, 0.01, -0.05, 0.10, 0.07, -0.03, 0.00, 0.05, -0.06, 0.06, 0.12, -0.05, 0.06, 0.03, -0.04, 0.02, 0.02, -0.04, 0.01, 0.02, -0.04, 0.02, 0.05, -0.09, 0.06, 0.05, 0.17, 0.03, 0.06, 0.06, 0.03]}

Record 3
{"formula": "C4H16O4", "method": "wB97M-V/def2-TZVPD", "e_homo_ev": -9.69, "smiles": "CO.CO.CO.CO", "lumo_energy_ev": 0.61, "e_above_lowest_kj_mol": 206.4, "symbols": ["C", "O", "H", "H", "H", "H", "C", "O", "H", "H", "H", "H", "C", "O", "H", "H", "H", "H", "C", "O", "H", "H", "H", "H"], "positions_angstrom": [[0.28, 1.14, 2.99], [-0.31, 1.07, 1.69], [0.62, 2.16, 3.22], [-0.42, 0.85, 3.77], [1.14, 0.49, 3.02], [-1.25, 1.26, 1.78], [-3.18, -2.50, -1.61], [-3.39, -1.10, -1.42], [-3.11, -2.75, -2.68], [-2.30, -2.84, -1.08], [-4.05, -3.03, -1.22], [-2.53, -0.69, -1.31], [2.86, 1.18, 0.51], [3.99, 1.26, -0.33], [1.99, 0.79, -0.02], [3.06, 0.50, 1.34], [2.56, 2.14, 0.94], [4.23, 2.17, -0.46], [0.06, -0.53, -1.83], [-0.82, 0.03, -0.86], [0.53, -1.45, -1.48], [-0.52, -0.76, -2.72], [0.85, 0.17, -2.13], [-0.29, 0.42, -0.15]], "lowdin_charge": [-0.13, -0.14, 0.08, 0.08, 0.07, 0.09, -0.17, -0.13, 0.07, 0.07, 0.07, 0.02, -0.17, -0.10, 0.05, 0.08, 0.08, 0.07, -0.14, -0.14, 0.08, 0.08, 0.08, 0.04]}

Record 4
{"formula": "C5H8N", "method": "wB97M-V/def2-TZVPD", "e_homo_ev": -14.21, "smiles": "C=[N+]1C(C)=C1C", "lumo_energy_ev": -3.39, "charge": 1, "e_above_lowest_kj_mol": 378.6, "symbols": ["C", "N", "C", "C", "C", "C", "H", "H", "H", "H", "H", "H", "H", "H"], "positions_angstrom": [[0.99, -1.57, 1.07], [0.35, -0.66, 0.53], [0.03, 0.68, 0.29], [0.22, 1.92, 0.91], [-0.44, -0.22, -0.57], [-1.09, -0.71, -1.72], [1.78, -1.47, 1.94], [0.81, -2.56, 0.77], [-0.28, 2.79, 0.29], [1.37, 2.03, 0.95], [-0.16, 2.07, 1.93], [-2.00, -0.29, -1.96], [-1.09, -1.83, -1.90], [-0.50, -0.18, -2.53]], "lowdin_charge": [0.12, 0.01, -0.11, 0.00, -0.05, 0.02, 0.16, 0.09, 0.15, 0.14, 0.11, 0.07, 0.14, 0.15]}

Record 5
{"formula": "C24H43Cl2CoN4O4SeSi", "method": "wB97M-V/def2-TZVPD", "e_homo_ev": [-4.32, -4.32], "lumo_energy_ev": [2.46, 2.46], "charge": -1, "multiplicity": 4, "s2": 3.757, "e_above_lowest_kj_mol": 0.0, "symbols": ["C", "C", "H", "H", "H", "C", "C", "H", "H", "H", "H", "Co", "Cl", "C", "O", "N", "C", "C", "H", "H", "H", "H", "H", "H", "H", "H", "H", "C", "C", "N", "H", "C", "O", "H", "H", "H", "H", "H", "H", "C", "C", "N", "H", "C", "O", "H", "H", "H", "H", "O", "C", "C", "C", "H", "C", "H", "C", "H", "C", "C", "H", "H", "H", "Si", "Cl", "C", "C", "C", "H", "H", "H", "H", "H", "H", "H", "H", "H", "Se", "C", "N"], "positions_angstrom": [[2.35, -4.22, -0.90], [1.77, -3.34, -1.96], [1.60, -4.96, -0.57], [2.67, -3.64, -0.03], [3.21, -4.78, -1.30], [1.36, -3.79, -3.16], [1.47, -5.21, -3.59], [0.99, -3.08, -3.91], [1.34, -5.91, -2.75], [2.46, -5.41, -4.05], [0.71, -5.42, -4.35], [0.23, -0.89, 0.84], [2.35, -0.17, 1.05], [0.26, 1.61, -1.05], [-0.60, 0.89, -0.52], [0.02, 2.59, -1.93], [-1.32, 3.09, -2.17], [1.10, 3.25, -2.64], [1.33, 1.49, -0.80], [-2.05, 2.50, -1.60], [-1.54, 3.00, -3.25], [-1.37, 4.14, -1.86], [2.06, 2.85, -2.29], [1.07, 4.33, -2.48], [1.02, 3.04, -3.72], [-2.05, 3.55, 3.08], [0.63, 3.90, 3.84], [-1.94, 2.49, 3.36], [0.33, 2.96, 4.32], [-0.53, 2.18, 3.45], [-2.37, 1.85, 2.58], [0.01, 1.26, 2.66], [-0.64, 0.29, 2.16], [1.23, 2.37, 4.51], [1.08, 1.38, 2.47], [-2.43, 2.29, 4.32], [-0.19, 3.15, 5.27], [-0.81, -4.27, -0.94], [-1.72, -2.84, -3.33], [-1.90, -4.18, -0.80], [-2.65, -2.84, -2.74], [-2.41, -2.91, -1.31], [-2.16, -4.26, 0.26], [-2.39, -1.78, -0.57], [-2.10, -1.71, 0.64], [-3.21, -1.92, -2.94], [-2.64, -0.86, -1.15], [-2.39, -4.98, -1.37], [-3.24, -3.72, -3.04], [0.34, -1.89, -0.77], [1.48, -1.90, -1.55], [0.15, -0.67, -3.33], [1.39, -0.93, -2.75], [-0.73, -1.05, -2.81], [0.08, 0.03, -4.53], [2.32, -1.56, -0.93], [2.54, -0.34, -3.27], [-0.90, 0.16, -5.00], [1.25, 0.53, -5.12], [2.48, 0.38, -4.46], [3.48, -0.48, -2.71], [1.20, 1.06, -6.08], [3.39, 0.80, -4.89], [0.04, -2.85, 3.88], [0.32, -2.94, 1.76], [-1.78, -2.60, 4.26], [1.20, -1.52, 4.42], [0.60, -4.57, 4.33], [-2.26, -1.92, 3.54], [-1.90, -2.18, 5.27], [-2.29, -3.57, 4.24], [-0.10, -5.32, 3.94], [0.67, -4.68, 5.42], [1.59, -4.77, 3.89], [1.08, -0.57, 3.89], [2.24, -1.85, 4.28], [1.04, -1.33, 5.49], [-1.10, 4.98, 0.79], [0.42, 4.06, 0.96], [1.43, 3.46, 1.12]], "lowdin_charge": [-0.06, -0.23, 0.07, 0.07, 0.08, -0.13, -0.11, 0.10, 0.07, 0.07, 0.06, 0.21, 0.12, -0.34, -0.05, -0.17, -0.08, -0.05, 0.09, 0.08, 0.08, 0.02, 0.09, 0.09, 0.07, 0.03, 0.08, -0.06, -0.04, -0.17, 0.10, -0.34, -0.13, 0.09, 0.05, 0.08, 0.09, 0.08, 0.08, -0.04, -0.07, -0.17, 0.08, -0.32, -0.07, 0.09, 0.14, 0.08, 0.08, -0.36, -0.44, -0.05, -0.18, 0.09, -0.09, 0.05, -0.03, 0.10, -0.13, -0.10, 0.12, 0.09, 0.10, 0.25, 0.57, -0.19, -0.20, -0.23, 0.03, 0.03, 0.03, 0.03, 0.03, 0.03, 0.00, 0.04, 0.03, 0.44, -0.98, 0.03]}

Record 6
{"formula": "C5H10NO", "method": "wB97M-V/def2-TZVPD", "e_homo_ev": -14.57, "lumo_energy_ev": -4.73, "charge": 1, "e_above_lowest_kj_mol": 432.7, "symbols": ["C", "C", "C", "C", "C", "N", "O", "H", "H", "H", "H", "H", "H", "H", "H", "H", "H"], "positions_angstrom": [[-1.68, -0.21, 0.52], [0.47, 0.90, 1.56], [-0.47, 0.17, 0.65], [0.26, -3.04, -0.94], [0.05, 2.50, -0.40], [0.47, 1.13, 0.11], [-2.68, -0.74, 0.37], [1.08, -2.47, -1.25], [-0.02, 1.71, 2.20], [1.36, 0.50, 2.02], [0.33, -4.08, -1.32], [-0.53, -2.43, -1.49], [0.15, -3.06, 0.10], [-0.22, 3.16, 0.37], [0.94, 2.87, -0.96], [-0.72, 2.44, -1.21], [1.21, 0.65, -0.32]], "lowdin_charge": [-0.09, 0.05, -0.12, -0.04, 0.07, -0.01, 0.30, -0.02, 0.17, 0.13, 0.05, 0.04, 0.00, 0.08, 0.12, 0.13, 0.17]}

Record 7
{"formula": "C30H33F5N2O5", "method": "wB97M-V/def2-TZVPD", "e_homo_ev": -6.67, "lumo_energy_ev": -1.28, "symbols": ["C", "C", "O", "C", "C", "C", "C", "O", "O", "C", "C", "O", "H", "H", "H", "H", "H", "H", "H", "H", "H", "H", "H", "H", "H", "C", "N", "C", "O", "C", "C", "C", "C", "F", "C", "F", "C", "F", "C", "F", "C", "F", "N", "C", "C", "C", "C", "C", "C", "C", "C", "C", "C", "C", "C", "H", "H", "H", "H", "H", "H", "H", "H", "H", "H", "H", "H", "H", "H", "H", "H", "H", "H", "H", "H"], "positions_angstrom": [[-0.51, -4.59, 5.57], [-0.46, -3.10, 5.30], [-0.54, -2.90, 3.87], [-0.29, -1.63, 3.47], [-0.70, -1.43, 2.07], [-1.24, -2.58, 1.33], [-1.29, -0.14, 1.75], [-1.64, 0.19, 0.60], [-1.47, 0.69, 2.79], [-2.27, 1.85, 2.44], [-2.44, 2.65, 3.70], [0.23, -0.79, 4.19], [-0.42, -4.74, 6.65], [-1.47, -5.02, 5.25], [0.31, -5.12, 5.08], [-1.32, -2.59, 5.76], [0.47, -2.67, 5.66], [-1.30, -2.31, 0.28], [-0.58, -3.46, 1.46], [-2.25, -2.86, 1.68], [-1.75, 2.44, 1.67], [-3.25, 1.53, 2.06], [-3.11, 3.49, 3.50], [-2.87, 2.06, 4.51], [-1.48, 3.07, 4.04], [0.98, 4.39, -2.56], [0.49, 3.06, -2.30], [-0.77, 2.67, -2.67], [-1.63, 3.41, -3.14], [-0.90, 1.19, -2.33], [-1.02, 0.32, -3.58], [-2.20, 0.72, -4.40], [-2.06, 1.46, -5.57], [-0.81, 1.78, -6.00], [-3.16, 1.94, -6.28], [-2.98, 2.69, -7.38], [-4.44, 1.63, -5.83], [-5.52, 2.10, -6.50], [-4.62, 0.85, -4.69], [-5.86, 0.54, -4.27], [-3.50, 0.40, -4.00], [-3.68, -0.33, -2.86], [0.31, 0.94, -1.55], [0.51, -0.26, -0.98], [1.59, -0.58, -0.18], [1.63, -1.72, 0.61], [2.82, -2.15, 1.31], [2.92, -3.48, 1.81], [4.14, -3.98, 2.28], [5.28, -3.16, 2.30], [5.17, -1.82, 1.91], [3.96, -1.31, 1.45], [1.27, 2.05, -1.58], [2.53, 1.68, -2.39], [1.64, 2.57, -0.19], [0.24, 4.93, -3.16], [1.15, 4.93, -1.63], [1.93, 4.35, -3.11], [-1.78, 1.04, -1.68], [-0.10, 0.44, -4.17], [-1.11, -0.72, -3.26], [-0.27, -1.00, -1.18], [2.46, 0.09, -0.20], [0.90, -2.50, 0.41], [2.03, -4.11, 1.80], [4.20, -5.01, 2.62], [6.24, -3.56, 2.63], [6.05, -1.17, 1.95], [3.87, -0.25, 1.20], [2.25, 1.49, -3.44], [3.25, 2.51, -2.35], [3.01, 0.78, -1.99], [0.73, 2.87, 0.34], [2.14, 1.81, 0.41], [2.32, 3.43, -0.29]], "lowdin_charge": [-0.08, -0.23, -0.04, -0.48, -0.16, -0.09, -0.45, 0.02, 0.00, -0.23, -0.08, 0.07, 0.07, 0.08, 0.07, 0.13, 0.12, 0.07, 0.07, 0.10, 0.11, 0.13, 0.08, 0.08, 0.08, -0.01, -0.03, -0.36, 0.09, -0.15, -0.04, -0.08, -0.14, 0.09, -0.11, 0.11, -0.11, 0.12, -0.11, 0.11, -0.13, 0.10, 0.03, -0.02, -0.07, 0.02, -0.19, -0.01, -0.07, -0.07, -0.07, -0.01, -0.45, 0.01, 0.02, 0.10, 0.09, 0.09, 0.16, 0.13, 0.13, 0.14, 0.07, 0.10, 0.12, 0.11, 0.11, 0.11, 0.11, 0.10, 0.09, 0.08, 0.10, 0.07, 0.09]}

Record 8
{"formula": "C2H4FNO", "method": "wB97M-V/def2-TZVPD", "e_homo_ev": -9.90, "smiles": "CO/C=N/F", "lumo_energy_ev": 0.65, "e_above_lowest_kj_mol": 484.1, "symbols": ["C", "O", "C", "N", "F", "H", "H", "H", "H"], "positions_angstrom": [[1.36, -0.45, 0.83], [-0.08, -0.57, 0.11], [-0.89, 0.35, -0.44], [-1.78, -0.01, -1.32], [-2.67, 0.78, -2.06], [2.04, 0.28, 0.45], [1.09, -0.11, 1.79], [1.52, -1.58, 0.68], [-0.58, 1.31, -0.03]], "lowdin_charge": [0.08, -0.16, -0.25, 0.05, -0.09, 0.07, 0.05, 0.13, 0.13]}